Here is a molecular structure, C30H63CdF2N7O5S2 in a non-equilibrium geometry from OMol25. Energies are from ωB97M-V/def2-TZVPD.

The geometry in XYZ format:
```
110
Properties=species:S:1:pos:R:3:forces:R:3
Cd -4.666 2.020 0.586 1.540 -1.019 -1.240
C -0.510 0.920 0.486 -0.481 -0.442 -0.763
C -1.913 0.824 1.087 -0.419 -0.045 0.590
O -2.957 0.867 0.125 -0.522 0.391 -0.739
H -0.356 1.731 -0.232 -0.170 0.236 0.245
H -0.425 -0.002 -0.104 0.338 0.068 -0.034
H 0.289 0.916 1.226 -0.151 0.081 0.174
H -2.124 1.541 1.883 0.517 0.094 0.027
H -1.923 -0.170 1.568 -0.178 0.083 0.096
C 1.515 -1.904 4.235 0.035 0.820 0.466
C 0.442 -2.443 5.169 0.769 -0.505 0.390
N -0.867 -2.576 4.537 -0.327 0.044 -0.443
C -1.186 -3.434 3.492 0.678 -0.099 1.107
C -2.423 -3.098 3.078 -0.606 0.133 -0.578
N -2.846 -2.027 3.836 0.344 -0.137 0.707
C -1.891 -1.757 4.712 0.243 0.702 0.198
C -4.060 -1.229 3.688 -0.513 -0.356 -0.772
H 1.680 -2.499 3.339 -0.153 -0.035 -0.006
H 2.448 -1.851 4.799 0.024 -0.266 -0.033
H 1.303 -0.858 4.000 -0.113 -0.126 -0.384
H 0.342 -1.814 6.051 -0.157 0.127 -0.105
H 0.783 -3.407 5.551 -0.415 -0.167 -0.084
H -0.501 -4.252 3.344 -0.260 -0.100 -0.607
H -3.058 -3.484 2.299 0.050 -0.237 0.088
H -1.901 -0.921 5.396 -0.102 -0.089 0.096
H -3.979 -0.792 2.686 -0.276 0.400 0.381
H -4.176 -0.505 4.488 0.395 0.216 -0.133
H -4.960 -1.842 3.716 0.198 -0.287 -0.002
C 0.418 5.303 1.370 -0.271 0.767 -0.670
C -0.219 4.963 0.025 0.153 -0.234 -0.151
N 0.799 4.586 -0.996 -0.029 0.905 0.205
C 2.107 4.217 -0.790 -0.231 -1.047 0.005
C 2.634 4.015 -2.018 0.635 0.531 -0.982
N 1.717 4.447 -2.953 -0.098 -0.118 0.255
C 0.626 4.808 -2.296 -0.389 -0.186 0.070
C 1.955 4.603 -4.396 -0.568 -0.315 0.007
H -0.198 6.110 1.763 -0.003 -0.287 0.577
H 1.395 5.763 1.224 0.039 -0.050 0.034
H 0.502 4.463 2.052 -0.130 0.000 0.045
H -0.751 5.800 -0.426 0.109 0.222 0.278
H -0.963 4.164 0.108 0.316 -0.115 0.002
H 2.553 4.086 0.178 -0.138 -0.086 0.062
H 3.593 3.716 -2.405 0.185 0.014 0.492
H -0.264 5.262 -2.701 0.026 -0.112 -0.210
H 1.311 3.918 -4.947 -0.040 0.013 0.050
H 2.981 4.338 -4.622 0.104 0.335 0.058
H 1.688 5.620 -4.666 0.359 0.052 -0.170
C 5.897 -2.803 2.576 0.529 0.055 -0.568
C 5.688 -1.796 1.440 -0.529 0.154 -0.065
C 5.035 -2.453 0.243 -0.058 -0.584 -0.518
N 4.809 -1.539 -0.950 -0.867 0.957 -0.427
C 6.031 -1.405 -1.809 -0.537 0.432 -0.261
C 4.283 -0.167 -0.594 -1.333 -0.395 0.104
C 2.799 -0.405 -0.251 0.781 0.964 0.604
C 2.346 -1.555 -1.129 0.224 -1.196 0.937
C 3.647 -2.078 -1.774 -0.313 -0.408 -0.072
H 5.053 -3.491 2.615 0.001 -0.002 0.236
H 6.024 -2.287 3.524 -0.094 -0.050 0.047
H 6.804 -3.379 2.396 -0.075 -0.147 0.073
H 6.591 -1.273 1.123 0.178 -0.121 0.271
H 4.990 -1.039 1.812 0.082 0.087 -0.014
H 4.082 -2.917 0.506 -0.177 0.436 0.111
H 5.574 -3.290 -0.209 0.453 0.103 0.349
H 6.213 -2.357 -2.298 0.458 -0.080 0.305
H 6.841 -0.962 -1.238 0.207 -0.524 0.136
H 5.785 -0.680 -2.583 -0.015 -0.085 -0.073
H 4.313 0.421 -1.507 0.572 0.195 0.139
H 4.743 0.266 0.285 0.735 0.187 -0.456
H 2.253 0.530 -0.381 -0.076 -0.081 -0.194
H 2.811 -0.569 0.829 -0.592 -0.547 -0.097
H 1.512 -1.346 -1.794 0.434 0.316 -0.443
H 1.967 -2.380 -0.517 -0.090 0.182 0.163
H 3.724 -1.761 -2.812 0.406 0.071 0.047
H 3.716 -3.162 -1.709 0.012 -0.026 -0.350
C -0.780 1.488 -3.944 1.951 -0.277 1.097
C -1.408 0.113 -4.173 -1.794 1.617 -0.711
C -2.142 -0.376 -2.938 0.921 -1.997 -0.655
N -2.887 -1.699 -3.185 0.136 -0.009 -0.038
C -4.032 -1.459 -4.121 0.341 0.269 0.256
C -3.308 -2.240 -1.838 -1.060 1.097 -0.010
C -2.179 -3.115 -1.331 -0.976 -2.667 -0.405
C -1.256 -3.367 -2.540 1.199 1.433 0.658
C -2.010 -2.804 -3.726 -0.584 -0.735 0.110
H -1.470 2.327 -3.923 -0.139 -0.090 -0.441
H 0.070 1.620 -4.616 -0.585 0.349 -0.641
H -0.212 1.566 -2.999 -0.455 -0.341 0.263
H -0.776 -0.590 -4.704 0.403 -0.104 0.556
H -2.179 0.374 -4.909 0.001 -0.414 -0.163
H -2.906 0.296 -2.565 0.302 0.256 0.231
H -1.408 -0.683 -2.193 -0.188 0.574 0.421
H -4.530 -0.554 -3.783 -0.195 -0.034 -0.158
H -4.724 -2.296 -4.133 0.112 -0.105 0.070
H -3.596 -1.311 -5.104 -0.249 0.040 -0.127
H -4.231 -2.788 -2.031 0.252 -0.409 -0.002
H -3.653 -1.400 -1.232 0.536 0.084 0.175
H -2.680 -4.081 -1.180 0.028 0.026 0.085
H -1.694 -3.033 -0.361 0.130 1.189 -0.155
H -0.947 -4.401 -2.661 -0.247 -0.065 -0.115
H -0.337 -2.799 -2.349 0.071 -0.062 -0.322
H -2.685 -3.600 -4.049 -0.199 0.258 -0.217
H -1.463 -2.469 -4.599 0.206 0.015 0.108
N -5.148 2.356 2.475 -1.106 0.618 3.706
S -4.205 3.015 3.615 3.217 1.976 -0.642
O -3.514 2.047 4.381 -0.059 -0.263 0.053
O -4.707 4.226 4.125 -0.728 -0.368 0.649
F -3.086 3.576 2.586 -0.011 -0.589 -0.342
S -6.528 2.145 3.401 -3.456 -2.026 -1.836
O -7.443 3.201 3.303 0.284 0.690 -0.152
O -6.371 1.415 4.600 1.185 0.217 0.052
F -7.068 1.042 2.360 0.124 0.175 0.057
```
Positions in Å, forces in eV/Å.

Calculated values
- total charge = +4
- Kohn-Sham gap (Eh) = 0.2977

***

Here is 15 unconnected molecules or ions with the total composition C23H76N10O15 in a non-equilibrium geometry from OMol25. Energies are from ωB97M-V/def2-TZVPD.

The geometry in XYZ format:
```
124
Properties=species:S:1:pos:R:3:forces:R:3
C -0.217 -0.683 -0.025 1.313 1.074 0.521
C -0.587 0.807 0.002 -0.552 0.208 1.155
O 0.569 1.611 -0.214 -0.470 -0.316 0.558
H 0.603 -0.897 0.711 -0.591 0.449 -0.472
H 0.157 -0.990 -0.999 -0.192 0.002 -0.130
H -1.016 -1.302 0.285 -1.093 -0.728 0.057
H -1.070 1.133 0.955 0.914 -0.501 -0.186
H -1.365 1.159 -0.674 0.005 -0.550 -0.783
H 0.695 1.611 -1.159 0.313 0.050 -0.899
C -3.848 -3.384 1.378 -0.421 -1.312 0.297
C -3.279 -4.788 1.693 -0.469 1.239 -1.708
O -4.373 -5.666 1.838 -0.445 0.295 -0.468
H -4.558 -3.403 0.566 0.060 -0.269 -0.681
H -3.136 -2.615 1.210 0.979 0.426 -0.254
H -4.451 -3.056 2.188 -0.479 0.251 1.131
H -2.766 -4.776 2.612 1.041 0.231 1.108
H -2.579 -5.074 0.874 -0.424 -0.109 0.461
H -4.009 -6.520 2.029 0.080 -0.767 0.163
C -2.236 -2.708 -1.991 0.308 0.511 1.474
C -2.965 -1.387 -2.280 0.946 -1.375 -1.820
O -3.144 -1.211 -3.699 -0.238 -0.291 0.250
H -1.207 -2.454 -2.049 1.222 -0.441 -0.444
H -2.473 -3.589 -2.586 -0.266 0.511 -0.426
H -2.331 -3.057 -0.925 -0.285 0.627 -0.854
H -2.535 -0.480 -1.941 1.453 0.538 0.754
H -3.839 -1.423 -1.760 -3.186 -0.181 0.980
H -3.942 -0.690 -3.833 0.069 -0.045 -0.076
C -1.558 -0.502 3.503 0.849 -1.234 -0.172
C -0.486 0.315 4.244 -2.230 -0.846 -0.279
O -0.041 1.274 3.351 0.701 1.884 -0.338
H -1.213 -0.957 2.559 0.593 -0.092 0.615
H -2.292 0.127 3.112 -1.462 1.542 -0.188
H -2.079 -1.267 4.071 0.149 -0.121 0.327
H 0.349 -0.293 4.506 0.659 -0.500 0.353
H -0.955 0.733 5.156 0.428 0.013 -0.231
H -0.683 2.020 3.279 0.342 -0.909 0.051
C -4.121 0.233 0.610 -0.437 0.719 -0.015
C -4.681 1.064 -0.548 0.779 -1.135 -0.171
O -5.458 2.116 -0.040 -0.632 0.725 0.100
H -4.903 -0.267 1.188 -0.015 0.097 -0.198
H -3.621 0.936 1.269 0.150 0.073 0.282
H -3.384 -0.493 0.314 0.221 -0.266 -0.339
H -5.335 0.499 -1.189 -0.023 -0.734 -0.375
H -3.860 1.451 -1.184 -0.137 -0.152 0.266
H -6.203 2.198 -0.646 -0.017 0.350 0.355
C -0.147 -3.872 2.432 -1.634 0.185 1.281
C -0.303 -3.649 3.930 0.196 1.100 -1.533
O 0.472 -4.525 4.621 1.439 -1.632 1.053
H -0.922 -3.245 2.019 -0.186 0.094 -0.746
H -0.234 -4.887 2.071 -0.132 -0.278 0.194
H 0.774 -3.465 2.196 1.934 0.651 -0.908
H -1.308 -3.742 4.255 -1.421 0.054 0.158
H 0.041 -2.622 4.126 -0.280 0.044 -0.072
H 0.366 -4.298 5.540 0.236 -0.218 0.583
C -0.724 2.190 -4.976 2.113 1.033 1.768
C -0.784 1.564 -3.549 -0.264 0.954 -0.029
O 0.338 0.795 -3.211 0.956 -0.793 0.306
H -0.607 1.441 -5.721 -0.152 -0.784 -0.610
H 0.197 2.868 -5.058 -1.194 -0.745 0.192
H -1.587 2.796 -5.163 -0.601 0.280 -0.187
H -1.618 0.844 -3.515 0.034 0.480 0.151
H -0.872 2.349 -2.725 -0.368 -0.588 -1.172
H 1.212 1.187 -3.469 -1.119 0.003 -0.198
C 2.785 -4.739 0.195 1.220 -0.701 -1.031
C 2.393 -3.330 -0.308 3.101 -1.472 0.709
O 1.268 -3.531 -1.063 -1.697 0.975 -0.779
H 2.010 -5.057 0.847 -0.758 -0.425 0.606
H 3.731 -4.849 0.750 -0.195 0.436 -0.179
H 2.838 -5.505 -0.648 -0.093 1.093 0.815
H 3.247 -2.914 -0.921 -0.943 -0.274 0.670
H 2.277 -2.715 0.582 -0.545 0.436 -0.334
H 1.580 -3.843 -1.911 -0.212 -0.175 -0.369
C 3.763 -1.478 -3.706 2.596 -1.581 -7.896
O 4.177 -1.592 -5.061 -1.952 0.688 7.086
N 4.540 -1.684 -2.686 1.268 0.031 0.690
N 2.537 -1.242 -3.395 -4.840 0.553 -1.316
H 5.459 -1.824 -2.939 2.323 -0.358 -0.160
H 4.268 -1.658 -1.733 -0.357 0.164 0.474
H 1.832 -1.268 -4.145 0.746 0.157 0.570
H 2.184 -0.917 -2.516 0.231 -0.158 0.725
C 2.837 4.380 0.413 4.437 1.499 4.888
O 3.871 5.139 0.934 -5.154 -3.975 -3.018
N 2.490 3.159 0.894 1.165 -0.618 1.285
N 1.986 4.730 -0.521 -0.418 1.311 -1.249
H 3.052 2.845 1.674 -0.198 0.003 -0.184
H 1.721 2.536 0.561 0.590 0.930 0.124
H 2.143 5.656 -0.772 -0.061 1.895 -0.916
H 1.020 4.457 -0.453 -0.527 -0.251 -0.095
C 2.780 2.715 -3.560 -0.224 8.353 -4.330
O 2.692 3.854 -4.368 0.133 -5.500 3.853
N 2.787 1.537 -4.048 -0.206 -4.593 -6.965
N 2.761 2.728 -2.284 0.235 1.327 4.647
H 2.638 1.500 -5.124 0.758 0.153 2.588
H 3.044 0.619 -3.682 0.041 0.995 0.351
H 2.621 3.599 -1.756 0.212 -0.356 -0.678
H 2.930 1.900 -1.718 -0.295 0.103 -0.428
C -2.218 4.061 -0.739 5.419 -0.708 5.000
O -0.883 4.305 -0.533 -6.013 -0.664 -1.314
N -3.019 3.625 0.242 2.203 0.647 2.568
N -2.816 4.081 -1.853 -1.239 0.744 -4.977
H -2.493 3.454 1.114 -0.973 -0.120 -0.696
H -3.848 3.101 0.102 -0.799 0.000 -0.328
H -2.174 4.248 -2.576 0.377 0.366 -1.624
H -3.789 3.884 -2.088 0.730 0.148 0.657
C 3.390 -0.064 2.892 -5.153 -5.445 -4.227
O 2.625 -0.895 2.179 2.686 2.716 1.809
N 4.647 -0.251 3.043 5.387 -2.074 0.202
N 2.871 0.926 3.482 -3.534 4.156 2.140
H 5.000 -1.072 2.499 -0.254 1.149 1.210
H 5.093 0.010 3.942 -0.276 -0.378 -1.300
H 1.841 1.085 3.408 0.995 -0.058 0.008
H 3.427 1.627 3.936 0.041 0.093 0.071
C 4.298 0.605 -0.397 -0.714 -0.448 1.812
O 2.951 0.181 -0.666 1.470 -0.590 -1.623
H 4.954 -0.067 0.176 -0.526 -0.618 -0.350
H 4.216 1.443 0.246 0.199 1.169 0.488
H 4.819 0.906 -1.262 0.249 0.170 -1.339
H 2.381 0.290 0.088 -0.206 -0.025 0.870
C -0.904 4.172 2.526 -0.199 0.599 -1.204
O -1.929 3.209 2.701 -1.393 -0.066 1.623
H -1.247 5.004 1.946 -0.432 0.581 -0.359
H -0.141 3.745 1.910 0.477 -0.571 -0.162
H -0.499 4.556 3.409 0.570 0.239 1.714
H -2.698 3.577 3.226 1.455 -0.460 -0.808
```
Positions in Å, forces in eV/Å.

Calculated values
- total charge = 0
- Kohn-Sham gap (Eh) = 0.3096

***

Here is 3 unconnected molecules or ions with the total composition C19H36Cl2O11P2 in a non-equilibrium geometry from OMol25. Energies are from ωB97M-V/def2-TZVPD.

The geometry in XYZ format:
```
70
Properties=species:S:1:pos:R:3:forces:R:3
C -2.542 1.437 7.359 0.541 -0.047 0.511
C -2.353 2.839 6.530 -1.837 -0.620 -1.154
Cl -0.550 3.228 6.348 -1.752 -0.256 0.327
C -3.249 4.101 7.161 0.183 -2.234 0.172
Cl -2.892 5.724 6.333 -0.561 -1.765 0.752
C -4.832 3.622 6.996 -1.481 0.106 3.725
C -5.698 3.443 8.192 1.061 0.072 -5.720
C -7.091 2.927 7.499 -2.286 -2.509 4.936
O -7.975 2.219 8.215 5.288 4.907 -5.760
O -7.112 3.327 6.070 2.553 -2.223 1.463
C -5.687 3.235 5.636 2.597 -1.120 -3.902
O -5.219 2.867 4.413 -3.848 2.850 8.924
H -3.641 1.185 7.670 1.923 0.811 -0.813
H -2.172 0.526 6.684 -0.577 2.178 1.592
H -1.921 1.518 8.372 -1.195 -0.360 -2.303
H -2.792 2.646 5.437 1.191 0.624 2.316
H -2.919 4.182 8.303 -1.184 0.059 -2.502
H -5.470 3.586 9.331 -0.611 -0.469 -2.611
C 2.020 -1.436 -0.052 0.162 -0.090 0.033
C 0.812 -0.726 0.525 -0.206 -0.578 -0.052
O 1.203 0.375 1.331 0.772 -0.237 -1.149
P 1.286 1.915 0.700 -4.807 -3.200 7.728
O -0.070 1.821 -0.041 3.497 1.638 -2.537
O 0.690 2.709 2.033 1.382 0.691 -1.051
C -0.430 3.571 1.920 -0.612 0.096 0.019
C -1.696 2.834 2.330 -0.093 -0.201 0.044
O 2.802 2.020 1.528 -0.425 1.520 -3.028
C 3.925 1.310 1.042 0.499 -0.218 -0.048
C 4.289 1.698 -0.374 0.188 0.214 -0.030
H 2.578 -0.772 -0.719 -0.051 -0.057 -0.072
H 1.717 -2.318 -0.623 0.013 0.100 0.007
H 2.701 -1.755 0.743 -0.101 -0.014 -0.058
H 0.133 -0.437 -0.281 0.039 0.187 0.158
H 0.264 -1.420 1.172 0.040 0.161 0.059
H -0.512 3.984 0.909 -0.083 -0.183 0.132
H -0.271 4.413 2.597 0.167 -0.076 0.045
H -1.837 1.913 1.755 0.076 0.235 -0.090
H -2.576 3.468 2.194 0.048 -0.023 0.046
H -1.638 2.536 3.382 0.048 0.153 -0.091
H 3.759 0.238 1.138 -0.179 -0.058 -0.090
H 4.764 1.551 1.703 -0.225 0.157 0.068
H 3.461 1.512 -1.065 -0.044 -0.148 -0.036
H 5.161 1.132 -0.714 -0.129 0.054 -0.036
H 4.521 2.767 -0.431 0.007 -0.138 0.033
C 2.020 -5.990 -6.666 0.176 -0.075 0.039
C 0.812 -5.281 -6.089 -0.227 -0.557 -0.031
O 1.203 -4.179 -5.283 0.780 -0.276 -1.159
P 1.286 -2.639 -5.914 -4.830 -3.153 7.714
O -0.070 -2.733 -6.654 3.518 1.625 -2.525
O 0.690 -1.845 -4.580 1.415 0.664 -1.042
C -0.430 -0.984 -4.694 -0.651 0.137 -0.006
C -1.696 -1.720 -4.284 -0.068 -0.225 0.080
O 2.802 -2.535 -5.086 -0.425 1.515 -3.015
C 3.925 -3.244 -5.571 0.503 -0.217 -0.055
C 4.289 -2.856 -6.988 0.195 0.212 -0.025
H 2.578 -5.326 -7.332 -0.041 -0.048 -0.060
H 1.717 -6.873 -7.236 0.010 0.083 0.032
H 2.701 -6.309 -5.871 -0.103 -0.020 -0.076
H 0.133 -4.992 -6.894 0.036 0.193 0.166
H 0.264 -5.974 -5.442 0.045 0.163 0.055
H -0.512 -0.570 -5.704 -0.073 -0.181 0.136
H -0.271 -0.141 -4.017 0.165 -0.073 0.034
H -1.837 -2.641 -4.859 0.080 0.236 -0.093
H -2.576 -1.087 -4.420 0.069 -0.016 0.038
H -1.638 -2.019 -3.231 0.008 0.157 -0.106
H 3.759 -4.317 -5.475 -0.175 -0.058 -0.085
H 4.764 -3.003 -4.911 -0.223 0.153 0.067
H 3.461 -3.043 -7.678 -0.046 -0.142 -0.035
H 5.161 -3.423 -7.328 -0.129 0.057 -0.035
H 4.521 -1.788 -7.045 0.005 -0.141 0.029
```
Positions in Å, forces in eV/Å.

Calculated values
- total charge = 0
- Kohn-Sham gap (Eh) = 0.2964
- SMILES string = C[C@H](Cl)[C@@H](Cl)C1=CC(=O)OC1=O.CCOP(=O)(OCC)OCC.CCOP(=O)(OCC)OCC

***

Here is a gas-phase ion, C4H5O3 (charge +1) in a non-equilibrium geometry from OMol25. Energies are from ωB97M-V/def2-TZVPD.

The geometry in XYZ format:
```
12
Properties=species:S:1:pos:R:3:forces:R:3
C -1.053 0.091 -1.051 -6.454 2.182 -7.669
C -0.474 -0.341 1.109 3.047 -1.601 -1.839
C 0.902 0.217 0.801 0.698 2.315 2.001
C 0.314 -0.114 -1.487 2.695 0.458 0.676
O -1.436 0.162 0.157 0.334 -0.554 2.103
O 1.258 0.054 -0.627 -1.088 -0.239 -0.698
O -1.904 0.418 -2.068 5.449 -1.978 5.596
H -0.230 -1.405 1.035 -1.608 -0.412 -0.025
H -0.641 -0.050 2.088 -1.242 0.452 1.701
H 0.801 1.286 1.114 0.541 -0.187 -1.428
H 1.798 -0.070 1.480 -1.606 -0.450 -1.589
H 0.663 -0.247 -2.551 -0.765 0.014 1.170
```
Positions in Å, forces in eV/Å.

Calculated values
- total charge = +1
- Kohn-Sham gap (alpha / beta) (Eh) = 0.3113 / 0.3114

***

Per-record DFT total energy, eV: -84431.249 -70693.525 -86423.880 -10360.217